# C33H47NO6

A molecular structure, C33H47NO6 at a distorted geometry (ωB97M-V/def2-TZVPD, the OMol25 dataset).

Geometry as XYZ:
```
87
Properties=species:S:1:pos:R:3:forces:R:3:mulliken_charge:R:1
C -16.29065 10.85832 -1.43257 1.985 -0.896 -2.777 -1.36
N -16.16383 11.96868 -2.32898 2.394 -0.926 3.400 0.15
O -16.15804 13.07986 -1.84026 -2.149 -11.410 -0.006 -0.67
O -16.20683 11.85195 -3.55258 14.153 -2.474 12.169 0.42
H -15.52618 10.96183 -0.66252 -0.370 -0.039 -1.150 0.49
H -16.19029 9.94091 -2.01255 0.360 1.524 0.970 -0.90
H -17.28088 10.95699 -0.98781 1.379 -0.398 -1.988 1.22
C -15.60957 9.55752 0.82804 -0.098 -1.410 -0.174 -1.19
O -16.92502 9.97786 0.43446 -0.663 -3.025 3.132 -0.21
C -17.86823 8.99235 -0.02728 3.974 -6.228 -1.273 -0.38
C -17.61693 8.54959 -1.46365 -0.933 0.589 -0.346 -0.16
O -18.00883 9.61324 -2.35741 -1.031 -1.719 -2.012 -0.17
C -17.83636 9.29556 -3.78664 -1.910 -1.187 1.752 -1.05
H -15.05423 9.03382 0.04994 -1.144 0.235 0.336 0.66
H -15.57592 8.92179 1.71281 -0.508 -0.161 0.223 0.55
H -14.99197 10.42058 1.07666 -1.081 -1.333 -0.747 -0.34
H -18.85813 9.44854 -0.01708 -0.393 -9.182 -4.489 -0.31
H -17.97358 8.08729 0.57093 0.869 -0.166 0.497 0.61
H -18.26914 7.69655 -1.65087 0.048 -0.332 -0.092 0.77
H -16.57548 8.31184 -1.68035 -1.054 -0.209 0.649 -0.14
H -18.11033 10.20331 -4.32426 -1.185 -1.659 1.428 0.50
H -18.45104 8.42384 -4.01112 -0.547 0.063 -0.140 0.33
H -16.85286 8.99825 -4.15057 -0.873 0.322 0.819 0.22
C -16.67966 11.00558 -5.08197 -3.125 -3.507 -9.783 -1.45
O -16.16654 11.93928 -5.95915 -0.777 -1.063 -0.900 -0.42
C -15.00894 12.52609 -5.54928 2.442 1.839 -0.585 -0.36
C -14.51370 13.62754 -6.55395 -0.212 -1.781 -1.161 -0.42
O -14.19233 12.97644 -7.84809 -0.290 0.441 0.847 -0.38
C -13.93904 13.83788 -8.93879 0.569 1.021 0.527 -0.87
H -17.66310 10.67362 -5.41475 0.731 0.390 -2.600 0.50
H -16.86631 11.29967 -4.04911 -5.837 -4.776 -4.032 0.50
H -16.02368 10.14214 -4.97122 0.346 0.321 -0.219 0.83
H -14.24815 11.77215 -5.34709 0.499 -0.209 -0.296 0.56
H -15.23611 13.02489 -4.60710 1.781 0.290 -0.958 0.48
H -13.65105 14.14266 -6.13133 0.339 -0.156 -0.074 0.34
H -15.28987 14.37966 -6.69525 0.478 -0.573 -0.321 -0.04
H -13.32524 13.34870 -9.69512 -0.190 -0.322 0.164 0.28
H -13.39317 14.72950 -8.63037 0.651 0.014 0.383 0.34
H -14.77077 14.34272 -9.43017 -0.901 -0.724 0.033 0.30
C -15.57533 15.71609 -3.60164 -0.037 2.217 -2.767 -0.61
C -16.04909 14.54822 -3.09323 0.604 4.562 -3.282 -0.64
C -16.76391 13.71271 -3.95321 -3.553 6.927 -2.096 0.57
C -17.02454 14.14792 -5.28522 -2.340 0.230 1.784 -0.76
C -16.72244 15.42088 -5.72893 -0.043 -0.637 0.459 -0.73
C -15.95319 16.19047 -4.90943 0.744 0.570 1.742 -0.81
H -14.89416 16.33729 -3.03905 -0.111 0.176 0.291 0.49
H -15.80793 14.24667 -2.08463 1.667 4.890 -2.262 0.48
H -17.01951 12.70100 -3.67479 -4.277 5.369 -1.312 0.42
H -17.59121 13.50174 -5.93925 -0.085 0.163 0.115 0.39
H -16.97554 15.72225 -6.73467 -0.161 0.159 -0.045 0.59
H -15.70720 17.18588 -5.24861 0.418 0.146 0.163 0.41
C -13.84468 7.73285 -0.87025 0.681 1.522 -0.102 -0.57
C -14.79029 7.63871 -1.85389 0.251 -0.724 -1.774 -1.11
C -14.97841 8.60928 -2.87743 1.710 -1.799 0.214 -0.02
C -14.24717 9.75893 -2.83226 1.099 -0.190 -0.414 -0.08
C -13.27072 9.86961 -1.86730 0.501 0.392 2.985 -0.29
C -13.13549 8.96551 -0.78569 0.002 -1.495 -2.026 -0.83
H -13.74210 6.94214 -0.14180 -0.003 0.099 0.178 0.42
H -15.43771 6.77441 -1.83761 0.114 -0.315 -0.303 0.43
H -15.59077 8.42875 -3.74852 0.173 -0.377 0.714 1.29
H -14.51421 10.59921 -3.45597 0.658 -0.296 -0.386 -0.27
H -12.71180 10.77960 -1.70628 0.044 0.327 -0.501 0.46
H -12.48964 9.12468 0.06516 0.285 0.283 -0.195 0.40
C -20.33838 11.23450 -0.32816 1.561 -0.231 0.252 -0.98
C -20.73949 12.46961 -0.77427 -1.578 -0.443 -0.606 -1.16
C -19.85849 13.48777 -1.11422 0.706 -0.554 0.176 -1.15
C -18.50456 13.26889 -0.86541 -3.589 -0.489 -1.573 0.75
C -18.10176 12.07443 -0.27217 -2.514 0.026 -0.518 1.36
C -18.98886 11.00015 -0.07214 -2.469 6.922 1.059 -0.19
H -20.98845 10.38722 -0.16714 -0.667 0.214 0.048 0.48
H -21.80952 12.49538 -0.91838 -0.194 0.822 -0.238 0.35
H -20.15556 14.42243 -1.56651 -0.320 -0.019 0.024 0.55
H -17.77871 14.02465 -1.12685 -2.587 -0.246 -0.563 0.21
H -17.02597 12.04616 -0.18123 -2.537 -0.530 1.422 0.29
H -18.73843 10.03962 0.35339 -0.217 10.434 5.055 0.72
C -17.37886 13.95527 1.15179 1.413 1.496 1.910 0.07
C -17.11233 13.49529 2.43361 0.325 0.522 -0.283 -1.07
C -16.03534 12.66423 2.63975 0.640 -1.142 0.542 -1.17
C -15.26255 12.15467 1.59705 -0.465 2.104 0.339 -0.29
C -15.50582 12.68748 0.33506 2.009 2.073 1.464 -0.36
C -16.48194 13.65785 0.14219 2.442 3.074 3.999 -1.63
H -18.17406 14.67933 1.05293 -0.002 -0.018 -0.347 0.46
H -17.60553 13.92311 3.29391 -0.395 -0.210 -0.013 0.44
H -15.76383 12.39949 3.65099 -0.100 -0.178 0.166 0.44
H -14.49622 11.41338 1.76915 0.422 1.323 0.664 0.62
H -14.94453 12.44507 -0.55522 0.841 0.333 1.150 0.96
H -16.62469 14.08024 -0.84149 1.208 1.335 3.488 1.40
```
Positions in Å, forces in eV/Å.

Values from the calculation:
- Orbital gap: 6.524 eV
- Energy: -1790.2808 Ha
- LUMO: -0.0285 Ha
- Net charge: 0
- Highest occupied orbital energy: -7.30 eV
- F_max: 18.83 eV/Å